(1)
The following is a DFT calculation (ωB97M-V with the def2-TZVPD basis set) of CHF2NO2 in the gas phase.

The geometry in XYZ format:
```
7
Properties=species:S:1:pos:R:3:forces:R:3
C 0.06758 0.04609 -0.73580 0.909 -3.516 2.444
N -0.16612 -0.01245 0.91359 -0.204 2.788 -0.853
O -0.06405 -1.00215 1.55805 0.295 -1.188 -0.448
O -0.49144 1.07837 1.34450 0.010 -0.057 -0.231
F 0.95043 -1.01011 -0.86554 -1.013 1.234 -0.610
F 0.64100 1.14528 -1.12707 -0.610 0.031 0.231
H -0.93739 -0.24502 -1.08772 0.612 0.707 -0.534
```
Positions in Å, forces in eV/Å.

Properties
total charge = 0
Kohn-Sham gap = 11.51 eV
relative energy (zero: lowest compared OMol25 entry of this formula, charge and spin) = 18.2 kcal/mol
SMILES = O=[N+]([O-])C(F)F



(2)
The following is a DFT calculation (ωB97M-V with the def2-TZVPD basis set) of C3H6FP in the gas phase.

The geometry in XYZ format:
```
11
Properties=species:S:1:pos:R:3:forces:R:3
C -0.28009 -0.23834 0.09774 0.284 0.696 0.037
C 0.70047 -1.22114 -0.35909 1.143 -1.548 1.666
C 0.20715 1.14897 0.17009 -0.080 1.462 1.831
F -2.58974 0.83516 0.44492 0.183 -1.522 -0.236
P -2.05083 -0.73177 0.19402 -0.510 1.660 0.304
H 0.51156 -2.20240 0.27960 0.634 1.460 -1.529
H 0.54725 -1.45521 -1.45898 0.660 0.050 1.031
H 1.77015 -0.79760 -0.04241 -2.093 -1.279 -1.226
H 0.60691 1.51525 1.20778 -0.939 -0.827 -1.191
H 1.10654 1.23132 -0.40695 0.389 0.195 -0.746
H -0.52939 1.91576 -0.12672 0.327 -0.346 0.057
```
Positions in Å, forces in eV/Å.

Properties
⟨S²⟩ = 2.007
total charge = 0
Kohn-Sham gap (alpha / beta) = 7.39 / 8.66 eV
2S+1 = 3
relative energy (zero: lowest compared OMol25 entry of this formula, charge and spin) = 0.0 kcal/mol



(3)
The following is a DFT calculation (ωB97M-V with the def2-TZVPD basis set) of a gas-phase ion, C3H6BrN2 (charge +1).

The geometry in XYZ format:
```
12
Properties=species:S:1:pos:R:3:forces:R:3
C -0.33980 -1.58928 0.38964 -1.289 1.608 0.769
C -0.53110 -0.09749 0.61474 -1.251 1.027 -0.521
C 1.50697 -0.22702 -0.91225 -1.316 -2.068 4.751
N 0.50814 -2.01898 -0.40283 2.044 1.866 -1.021
N 0.40331 0.67604 -0.35708 -1.852 -2.987 -4.005
Br 3.11050 -0.02330 0.12247 -0.954 -0.317 -0.801
H -1.12180 -2.13396 0.99679 1.125 -0.268 -0.881
H -1.66769 0.22366 0.50950 2.522 -0.459 0.110
H -0.11076 0.25206 1.55470 -0.543 -0.409 0.539
H 1.59501 -0.23383 -1.94987 0.157 0.158 -1.565
H -0.04966 0.94053 -1.29628 0.052 -0.021 2.063
H 0.62328 1.47501 0.15883 1.306 1.869 0.563
```
Positions in Å, forces in eV/Å.

Properties
total charge = +1
Kohn-Sham gap = 9.43 eV
relative energy (zero: lowest compared OMol25 entry of this formula, charge and spin) = 78.0 kcal/mol



(4)
The following is a DFT calculation (ωB97M-V with the def2-TZVPD basis set) of 2 unconnected molecules or ions with the total composition C2H7NS2.

The geometry in XYZ format:
```
12
Properties=species:S:1:pos:R:3:forces:R:3
N -0.13317 -0.57638 -1.16585 0.648 1.939 -1.293
C -0.40845 0.23136 0.06585 -0.512 -1.656 -0.238
C 0.72009 0.19361 1.06563 -1.295 1.311 1.208
S -0.07451 -1.13390 2.64247 0.736 0.466 -0.390
S -1.12260 0.89683 -3.49494 0.246 -0.135 0.411
H -0.77011 -0.10865 -1.84741 -1.345 -0.851 -0.199
H 0.69687 -0.22883 -1.67084 0.643 -0.420 0.872
H -0.83043 1.21795 -0.16171 0.445 -0.023 0.242
H -1.18092 -0.41349 0.51156 -0.169 0.894 -0.007
H 1.73981 0.21386 0.66290 -0.155 -0.826 0.417
H 0.61903 0.94640 1.84156 0.236 0.389 -0.581
H 0.74438 -1.23877 1.55079 0.522 -1.090 -0.442
```
Positions in Å, forces in eV/Å.

Properties
total charge = 0
Kohn-Sham gap = 5.38 eV
relative energy (zero: lowest compared OMol25 entry of this formula, charge and spin) = 162.3 kcal/mol



(5)
The following is a DFT calculation (ωB97M-V with the def2-TZVPD basis set) of 23 unconnected molecules or ions with the total composition C12H69BNO28P.

The geometry in XYZ format:
```
112
Properties=species:S:1:pos:R:3:forces:R:3
C -4.76384 1.17195 -1.01531 1.064 -0.632 0.567
C -3.95479 0.94990 0.36392 1.384 -0.165 -1.144
O -4.71558 0.27576 1.39404 0.990 -0.683 -0.934
C -4.50361 -1.16696 1.30984 -1.045 -0.537 0.936
C -3.41274 -1.70567 2.35376 0.116 0.752 -0.781
C -1.89293 -1.34496 1.98824 0.429 -0.087 0.507
C -1.21836 -2.32172 0.89705 -0.177 -0.354 0.240
C 0.21132 -1.77045 0.33545 0.134 -1.153 0.901
C 0.14036 -1.40517 -1.21888 -1.139 0.811 1.896
O -1.08219 -0.55528 -1.26445 0.414 1.841 1.348
C -0.59675 0.73956 -0.90386 0.563 0.996 0.410
O -0.90009 1.52418 0.00025 0.574 -3.035 -3.618
O 0.46474 0.97274 -1.84836 -1.695 -0.472 3.082
C 1.14783 -0.34586 -1.86605 -0.788 -0.224 -0.947
B 2.57571 -0.00129 -1.17917 2.230 0.509 0.094
O 2.96278 -0.25182 0.17289 -0.559 -0.060 -2.045
C 3.67702 0.76151 -2.13524 -0.083 0.309 -0.150
C 3.49775 2.35595 -2.16190 0.496 0.773 -0.474
P 1.09581 -0.79531 -3.73578 1.071 -1.168 -1.827
N -0.58934 -1.15361 -4.24081 0.400 1.687 1.999
O 1.48063 0.63943 -4.64547 -1.506 -1.670 1.241
H -4.56937 0.24617 -1.67112 -0.646 1.479 0.982
H -4.28472 2.06007 -1.54599 -1.031 -1.017 0.642
H -5.87731 1.28407 -0.81290 1.496 0.101 -0.430
H -3.44136 1.92252 0.74042 -1.465 -1.719 -0.346
H -3.07974 0.24587 0.09314 -1.260 1.262 0.430
H -4.33417 -1.48874 0.22783 0.009 0.438 1.296
H -5.51000 -1.62953 1.63520 1.544 0.709 -0.523
H -3.66963 -1.21549 3.36357 0.491 -1.093 -1.774
H -3.53666 -2.84467 2.40544 0.187 1.616 0.148
H -1.29033 -1.48745 2.96114 -0.858 0.168 -1.556
H -1.74637 -0.23347 1.71600 -0.464 -1.735 0.204
H -1.94494 -2.58553 0.04023 1.071 0.675 1.190
H -1.03233 -3.32461 1.43892 -0.204 1.559 -0.830
H 0.95401 -2.62758 0.55459 -0.830 1.493 -0.673
H 0.52954 -0.91095 1.01599 -0.329 -0.905 -1.247
H -0.09296 -2.38376 -1.74856 0.524 1.527 0.135
H 3.91720 -0.07043 0.31567 -0.901 0.124 -0.250
H 3.62063 0.40905 -3.22680 0.081 0.373 1.531
H 4.73493 0.54367 -1.78001 -1.402 0.281 -0.389
H 2.71664 2.72404 -2.91954 1.013 -0.788 1.257
H 4.49415 2.82253 -2.51276 -1.469 -0.699 0.579
H 3.27474 2.83029 -1.14688 0.185 -0.804 -1.289
H -0.93757 -1.99244 -3.73839 0.584 0.503 -0.599
H -1.20651 -0.38495 -3.88214 0.358 -0.643 -0.716
H 0.91891 0.60846 -5.46022 0.244 0.249 0.655
O 0.70432 -2.51356 3.55620 -0.262 -0.114 0.206
H 1.06212 -2.92489 4.35446 0.349 0.091 -0.170
H 0.98698 -1.59344 3.62466 0.095 -0.149 -0.061
O 6.07665 -0.99746 -2.48124 0.431 -0.004 -0.191
H 6.92105 -1.27645 -2.85730 -0.155 -0.021 -0.044
H 5.44805 -1.66706 -2.78839 0.141 -0.048 0.037
O 3.32529 -3.09131 4.40174 -0.082 -0.182 0.124
H 4.00846 -3.43267 4.99236 0.094 0.161 -0.195
H 3.40223 -3.64389 3.61288 -0.091 -0.041 0.113
O -2.31622 1.83623 -3.92546 0.161 0.037 -0.050
H -2.07899 2.71461 -4.24782 -0.070 -0.041 0.148
H -1.91242 1.79361 -3.05124 -0.102 0.072 -0.009
O -3.52764 4.26880 1.11723 -0.021 0.118 0.088
H -2.62783 3.92923 1.19698 -0.100 0.075 -0.055
H -3.53704 5.04413 1.69389 0.146 -0.033 -0.090
O -4.36831 -1.34348 5.37516 -0.277 0.106 0.383
H -4.78829 -0.54387 5.03242 0.119 -0.031 0.046
H -5.10750 -1.93811 5.55245 0.154 -0.003 -0.013
O -5.85230 -1.59571 -2.42300 -0.085 -0.354 -0.220
H -5.34388 -2.12051 -3.05353 -0.039 0.094 0.076
H -6.70354 -1.46664 -2.85893 0.095 0.076 0.107
O 7.63573 -0.60071 0.15745 0.026 -0.116 -0.099
H 7.17298 -0.49436 -0.68516 -0.105 -0.059 0.041
H 8.22976 -1.34503 0.00526 -0.071 0.111 0.059
O -2.05892 6.59773 2.55575 0.138 0.161 0.147
H -1.82451 7.47584 2.23223 -0.095 -0.132 -0.041
H -1.65142 6.55363 3.42936 -0.096 -0.073 -0.093
O -6.16933 4.05984 -1.55783 0.025 0.274 0.111
H -5.93433 4.93837 -1.87933 -0.023 -0.132 0.025
H -5.75723 4.01204 -0.68478 0.056 -0.082 -0.109
O 6.31015 2.46122 -4.55807 -0.222 0.054 -0.022
H 5.89155 3.25557 -4.91066 0.086 -0.107 0.018
H 5.57000 1.86735 -4.37812 0.130 0.000 0.013
O 4.95994 -3.46515 -1.91364 -0.032 0.068 -0.146
H 4.82858 -2.82584 -1.20419 0.046 -0.202 -0.014
H 4.72138 -4.31131 -1.51255 -0.035 0.152 0.094
O 0.89172 4.46768 -3.62882 -0.197 -0.058 -0.022
H 0.75127 5.10307 -2.91479 0.250 -0.124 0.039
H 0.66712 3.61626 -3.23086 0.074 0.024 -0.071
O 2.55430 6.34041 -1.93931 0.187 0.141 0.035
H 3.23003 6.17174 -2.60746 -0.176 -0.097 0.017
H 3.02691 6.80951 -1.24125 -0.134 -0.063 -0.046
O -1.60481 -1.51534 6.91458 0.126 -0.254 -0.255
H -1.09673 -2.04343 6.28545 -0.038 0.189 -0.047
H -2.45803 -1.38824 6.47673 -0.151 0.027 -0.020
O -1.53496 -3.16213 9.24767 -0.102 -0.271 -0.084
H -2.40619 -3.57388 9.26934 0.146 0.051 0.053
H -1.48320 -2.76689 8.36206 -0.129 0.268 0.218
O -1.55265 6.28979 -3.25371 0.221 0.101 0.023
H -0.87529 6.12072 -3.92134 -0.120 -0.077 0.033
H -1.08062 6.75963 -2.55544 -0.152 -0.006 -0.062
O -5.50646 -4.09862 1.54235 -0.241 -0.222 -0.184
H -6.37832 -4.51178 1.55966 0.131 0.019 0.026
H -5.45133 -3.70566 0.66187 0.023 0.022 0.116
O 4.26870 -4.49714 0.65771 0.044 0.376 -0.153
H 3.32694 -4.32640 0.79271 0.044 -0.301 0.247
H 4.69415 -3.66483 0.89932 0.028 -0.159 0.095
O 2.21251 -5.36292 2.45335 -0.468 0.051 -0.053
H 1.98708 -6.29974 2.40175 0.176 0.084 -0.008
H 1.36057 -4.92353 2.58437 0.112 0.103 0.077
O -0.33029 1.87117 -6.61889 0.019 0.270 0.011
H -1.27358 2.02867 -6.48961 0.082 -0.262 0.028
H 0.08302 2.70480 -6.35888 0.046 -0.109 -0.025
O 6.27591 -3.14636 4.71180 0.324 0.017 0.094
H 6.95273 -3.30925 4.04396 -0.147 -0.022 0.045
H 6.74938 -2.68980 5.41787 -0.110 -0.037 -0.070
```
Positions in Å, forces in eV/Å.

Properties
total charge = 0
Kohn-Sham gap = 8.21 eV



(6)
The following is a DFT calculation (ωB97M-V with the def2-TZVPD basis set) of a molecular structure, C3H10N2O.

The geometry in XYZ format:
```
16
Properties=species:S:1:pos:R:3:forces:R:3
C -0.41209 0.40608 1.01597 5.781 -0.358 0.404
C 1.42987 0.36958 0.70679 -2.167 -0.788 1.968
C 1.79605 -0.61505 -0.37500 -0.435 -0.148 0.055
N -0.54385 1.27185 -0.01449 -4.519 -0.263 -1.424
N -2.21084 -0.48587 -1.04876 0.201 0.855 0.451
O -2.24785 0.67045 -0.21436 0.676 0.635 -1.221
H -0.25530 0.93440 -0.93270 -0.093 -0.555 0.329
H -2.75892 -0.26442 -1.87815 0.110 0.077 0.125
H -2.70158 -1.23409 -0.56146 0.128 0.239 0.125
H -0.70390 -0.64277 0.97296 -0.026 0.099 -0.330
H -0.52632 0.86730 1.99547 -0.286 -0.069 -0.137
H 1.83707 1.36790 0.57869 -0.246 0.080 -0.023
H 1.66139 0.00874 1.70857 0.617 -0.012 -0.116
H 1.58613 -0.21551 -1.36693 0.242 0.004 -0.103
H 1.20438 -1.53035 -0.28920 0.038 0.029 0.070
H 2.84575 -0.90825 -0.29737 -0.020 0.173 -0.172
```
Positions in Å, forces in eV/Å.

Properties
total charge = 0
Kohn-Sham gap = 9.34 eV
relative energy (zero: lowest compared OMol25 entry of this formula, charge and spin) = 146.4 kcal/mol